Record 1
DFT (the ωB97M-V functional and the def2-TZVPD basis) results for a molecular structure, C4H11N3O.

E_HOMO ... -6.64 eV
Net charge ... 0
Energy ... -398.30532 a.u.
LUMO ... 0.0106 Ha

```
19
Properties=species:S:1:pos:R:3:mulliken_charge:R:1
C -1.0779 -0.1671 1.0809 -0.097
C 1.5754 -0.1377 0.6414 -1.302
C 0.5185 -1.3902 -1.5412 -1.163
N -1.2712 0.0811 -0.2108 -0.161
C 0.4353 -0.0266 -0.9073 0.733
N -0.9808 0.7547 2.0324 -0.299
O -1.9980 1.2870 -0.3991 -0.503
N 0.7025 1.0461 -1.5426 -0.748
H -2.4085 1.1769 -1.2644 0.347
H -1.0902 -1.2033 1.3834 0.419
H -0.8868 0.5106 3.0026 0.235
H -0.9231 1.7155 1.7149 0.253
H 0.0869 1.8435 -1.4460 0.225
H 2.5022 -0.3026 0.0934 0.412
H 1.5427 -0.8896 1.4390 0.337
H 1.6269 0.8741 1.0467 0.327
H -0.2029 -1.4617 -2.3580 0.364
H 1.5209 -1.5244 -1.9436 0.337
H 0.3281 -2.1863 -0.8215 0.284
```

***

Record 2
DFT (the ωB97M-V functional and the def2-TZVPD basis) results for a molecular structure, C45H53N3O4P2S4Sr.

E_HOMO ... -0.83 eV
Net charge ... -2
Energy ... -4518.11595 a.u.
LUMO ... 0.1394 Ha

```
112
Properties=species:S:1:pos:R:3:mulliken_charge:R:1
Sr -0.5813 0.7399 0.1238 0.797
O -0.0863 2.8623 -3.6888 -0.578
C -0.5397 2.0533 -2.7246 0.105
O -0.2797 2.3055 -1.5586 0.241
C -1.3780 0.8917 -3.1555 0.127
C -2.0348 0.9692 -4.3526 -1.146
C -3.0099 -0.0671 -4.5958 -0.419
C -3.1688 -1.0706 -3.7172 -1.288
C -2.3285 -1.1698 -2.5157 0.380
N -1.4605 -0.0771 -2.2230 1.009
C -2.4002 -2.2516 -1.7243 0.183
O -3.3140 -3.2684 -1.9927 -0.649
O -1.6811 -2.4889 -0.6013 -0.601
H 0.3949 3.5574 -3.2099 0.414
H -1.8968 1.8097 -5.0156 0.465
H -3.6406 -0.0152 -5.4770 0.357
H -3.9184 -1.8356 -3.8701 0.400
H -3.5084 -3.6351 -1.1214 0.344
C 3.0981 3.3392 3.1351 -1.565
C 1.7374 2.8078 2.6994 0.362
S 1.2911 3.0685 1.0048 -0.514
C 0.9633 2.1665 3.5943 0.273
C 1.4540 1.9649 5.0164 -1.455
S -0.6058 1.4175 3.2247 -0.296
H 3.5830 3.8420 2.2995 0.360
H 3.7630 2.5337 3.4755 0.266
H 3.0184 4.0537 3.9628 0.308
H 2.0180 2.8238 5.3897 0.359
H 2.1136 1.0884 5.0959 0.127
H 0.6105 1.7871 5.6836 0.354
S -2.1850 -1.6847 0.8949 -0.406
C -1.0518 7.3915 2.0686 -1.087
C -2.4401 7.1015 1.5001 -0.185
C -2.3941 6.4008 0.1450 -0.758
C -1.7080 5.0386 0.1924 -0.763
N -2.1718 4.2019 1.2836 0.236
C -3.2906 3.4446 1.2002 0.384
S -4.2899 3.4229 -0.1719 -0.392
N -3.5162 2.6911 2.2956 -0.262
C -4.4294 1.5575 2.3114 -0.680
C -5.8899 1.9057 2.5501 -0.534
C -6.1991 2.5940 3.8791 -0.501
C -5.7679 4.0593 3.9627 -1.002
H -1.1096 7.9421 3.0114 0.371
H -0.4581 7.9882 1.3676 0.280
H -0.4994 6.4680 2.2593 0.190
H -3.0064 8.0340 1.4041 0.376
H -2.9909 6.4679 2.2007 0.042
H -1.8375 7.0218 -0.5686 0.432
H -3.4099 6.2812 -0.2440 0.317
H -0.6365 5.1432 0.3508 0.522
H -1.8471 4.5248 -0.7593 0.014
H -1.4230 3.7808 1.8460 -0.117
H -2.6677 2.5459 2.8588 0.020
H -4.0765 0.9167 3.1239 0.451
H -4.3435 0.9878 1.3848 0.230
H -6.4361 0.9577 2.5078 0.375
H -6.2499 2.5219 1.7204 0.252
H -5.7385 2.0278 4.6972 0.241
H -7.2814 2.5438 4.0394 0.336
H -4.6825 4.1605 3.9588 0.196
H -6.1548 4.5299 4.8716 0.415
H -6.1462 4.6194 3.1018 0.247
C 1.0277 -2.9440 -1.9961 -1.901
P 1.0001 -1.5902 -0.7652 0.364
C 2.5511 -0.6925 -1.2798 1.617
C 2.4015 0.0905 -2.4318 -0.970
C 3.4546 0.8398 -2.9356 -0.570
C 4.6818 0.8291 -2.2862 -0.655
C 4.8444 0.0583 -1.1428 -0.773
C 3.7895 -0.6952 -0.6452 -0.468
C 1.4790 -2.2899 0.8573 1.013
C 1.9384 -1.3995 1.8344 -0.997
C 2.1576 -1.8256 3.1352 -0.744
C 1.9167 -3.1493 3.4820 -0.749
C 1.4213 -4.0303 2.5287 -0.690
C 1.1905 -3.5981 1.2298 -0.510
P 2.6109 -3.4820 -2.7252 -0.125
C 3.3671 -4.4335 -1.3424 0.500
C 2.7515 -5.5350 -0.7488 -0.203
C 3.3890 -6.2519 0.2510 -0.623
C 4.6605 -5.8735 0.6738 -0.483
C 5.2854 -4.7827 0.0904 -0.548
C 4.6394 -4.0699 -0.9188 -0.378
C 1.9942 -4.8789 -3.7748 0.471
C 2.9234 -5.8047 -4.2609 -0.560
C 2.5367 -6.8407 -5.0964 -0.556
C 1.2047 -6.9697 -5.4794 -0.412
C 0.2754 -6.0541 -5.0184 -0.711
C 0.6664 -5.0155 -4.1734 -0.352
H 0.4429 -2.5365 -2.8284 0.643
H 0.4383 -3.7694 -1.5896 0.979
H 1.4417 0.1002 -2.9443 0.354
H 3.3076 1.4437 -3.8228 0.460
H 5.5026 1.4291 -2.6594 0.355
H 5.7975 0.0473 -0.6277 0.433
H 3.9354 -1.2872 0.2525 0.565
H 2.0944 -0.3462 1.6054 0.715
H 2.4877 -1.1105 3.8779 0.289
H 2.0844 -3.4839 4.4988 0.393
H 1.1895 -5.0535 2.8008 0.400
H 0.7432 -4.2778 0.5133 0.567
H 1.7616 -5.8358 -1.0767 0.373
H 2.8928 -7.0989 0.7092 0.413
H 5.1565 -6.4269 1.4623 0.360
H 6.2716 -4.4789 0.4197 0.411
H 5.1216 -3.2114 -1.3767 0.377
H 3.9647 -5.7163 -3.9675 0.351
H 3.2751 -7.5502 -5.4516 0.364
H 0.8987 -7.7781 -6.1324 0.346
H -0.7648 -6.1408 -5.3070 0.413
H -0.0847 -4.3196 -3.8231 0.500
```

***

Record 3
DFT (the ωB97M-V functional and the def2-TZVPD basis) results for a molecular structure, C33H28BrF5N5O6PbS.

E_HOMO ... -10.46 eV
Net charge ... +1
Energy ... -5663.07343 a.u.
LUMO ... -0.1062 Ha

```
80
Properties=species:S:1:pos:R:3:mulliken_charge:R:1
Pb 0.6603 -0.7598 0.3028 2.387
C -0.6309 -3.3335 -0.1947 -1.609
O -0.9235 -1.9728 0.0921 -0.006
C -2.2614 -1.6720 0.1516 0.193
C -3.3762 -2.4752 0.0022 -0.567
C -4.6274 -1.8691 0.1046 -0.475
Br -6.1889 -2.9195 -0.0914 -0.177
C -4.7476 -0.4948 0.3587 -0.925
C -3.6085 0.3110 0.5300 0.874
C -2.3817 -0.3129 0.4054 0.554
O -1.1202 0.1496 0.4682 -0.609
C -3.7886 1.7255 0.8247 -0.181
N -4.7423 2.4963 0.3361 -0.752
C -4.5757 3.7253 0.9192 0.464
C -5.3156 4.9036 0.7497 -0.695
C -4.9405 6.0400 1.4759 -0.563
C -3.8522 6.0011 2.3517 -0.797
C -3.1058 4.8301 2.5378 -0.703
C -3.5026 3.7125 1.8003 0.763
N -3.0359 2.4237 1.7412 0.071
H -1.0314 -3.6270 -1.1709 0.429
H -1.0056 -3.9915 0.5965 0.483
H 0.4572 -3.4421 -0.2332 0.576
H -3.2940 -3.5371 -0.1930 0.554
H -5.7359 -0.0421 0.4336 0.579
H -0.8129 1.3300 0.6125 0.268
H -6.1610 4.9222 0.0710 0.460
H -5.5067 6.9608 1.3557 0.388
H -3.5825 6.8993 2.9040 0.402
H -2.2668 4.8025 3.2240 0.504
H -2.3060 2.0293 2.3144 0.261
C -0.2791 -4.2230 -5.7292 -0.736
O 0.5450 -3.1302 -6.1146 -0.463
C 0.8957 -2.2647 -5.1102 0.820
C 1.7030 -1.2023 -5.5107 -1.004
C 2.1270 -0.2536 -4.5814 -0.871
C 1.7352 -0.3771 -3.2421 0.957
C 2.1197 0.5669 -2.1551 0.629
C 2.9863 1.7673 -2.4109 -1.758
O 1.6922 0.3194 -1.0236 -0.292
C 0.9177 -1.4354 -2.7851 -0.720
O 0.5819 -1.5126 -1.5538 0.218
C 0.5168 -2.3668 -3.7645 -0.559
H -0.4760 -4.8220 -6.6237 0.248
H -1.2448 -3.8766 -5.3458 0.300
H 0.2299 -4.8688 -5.0058 0.303
H 2.0014 -1.1149 -6.5501 0.443
H 2.7524 0.5587 -4.9231 0.346
H 3.2980 1.8752 -3.4477 0.381
H 3.8870 1.6868 -1.7954 0.328
H 2.4304 2.6668 -2.1312 0.312
H -0.1120 -3.1824 -3.4174 0.216
F -0.0621 5.5132 2.7160 -0.335
C 0.5262 4.3122 2.5962 0.175
C -0.0117 3.3616 1.7381 0.040
F -1.1148 3.6273 1.0245 -0.332
C 0.6279 2.1453 1.6502 -0.177
F 0.2963 1.0929 0.9009 0.264
C 1.7513 1.8562 2.3681 0.578
S 2.1897 0.2789 1.9566 -0.347
C 2.3026 2.7871 3.2270 0.026
F 3.4059 2.5339 3.9466 -0.299
C 1.6778 4.0282 3.3379 0.173
F 2.1801 4.9625 4.1612 -0.265
C 4.5080 -3.5581 3.1497 -1.072
N 3.8545 -3.1774 1.9150 -0.044
C 4.6822 -2.5499 0.8806 -0.396
C 3.6567 -1.6273 0.2148 -0.186
O 3.8827 -0.9360 -0.7690 -0.604
N 2.4612 -1.6862 0.9110 0.051
C 2.6432 -2.5532 1.8590 0.694
N 1.7203 -2.8764 2.7837 -0.322
H 5.4532 -4.0696 2.9398 0.396
H 3.8851 -4.2486 3.7272 0.308
H 4.7206 -2.6782 3.7656 0.365
H 5.0497 -3.2909 0.1672 0.337
H 5.4916 -1.9477 1.3034 0.373
H 0.8110 -2.4914 2.5466 0.211
H 1.6621 -3.8710 2.9620 0.326
H 0.7520 -2.5619 0.4608 -0.191
```

***

Record 4
DFT (the ωB97M-V functional and the def2-TZVPD basis) results for a molecular structure, C40H73FI2NO18.

E_HOMO ... -8.24 eV
Net charge ... +1
Energy ... -3671.14948 a.u.
LUMO ... -0.1382 Ha

```
135
Properties=species:S:1:pos:R:3:mulliken_charge:R:1
C -0.1598 1.3176 -2.1996 -1.124
C -1.1339 0.3706 -1.5235 3.464
C -1.8659 -0.6422 -2.4502 -3.014
C -1.7704 -0.3487 -3.9145 1.274
C -0.8249 -0.9781 -4.6842 0.407
C 0.1977 -1.8734 -4.0478 1.552
C -0.1134 -3.3393 -4.2081 -1.862
F 1.4189 -1.6289 -4.6825 -0.386
C -0.7914 -0.7486 -6.0471 -0.722
C -1.6861 0.1260 -6.6182 -0.859
C -2.6237 0.7855 -5.8493 1.060
C -3.5793 1.7073 -6.5363 -1.338
C -4.5039 0.9322 -7.5211 -0.373
C -5.9589 1.3653 -7.4152 -1.367
I -3.8614 1.1663 -9.5367 0.147
N -2.6392 0.5523 -4.5074 0.820
C -3.5814 1.2718 -3.6238 -1.735
I -3.0849 3.3444 -3.4594 0.192
C -5.0623 1.0153 -3.9143 -0.270
C -5.8017 0.7320 -2.6175 -1.547
H 0.1213 2.0862 -1.4885 0.135
H -0.5724 1.8322 -3.0595 0.342
H 0.7557 0.8049 -2.4772 0.009
H -1.8548 0.9090 -0.9184 -2.262
H -0.5591 -0.2208 -0.8186 0.269
H -1.5125 -1.6458 -2.2564 0.726
H -2.9157 -0.6736 -2.1897 0.761
H 0.3432 -1.6150 -3.0038 -0.691
H -1.1665 -3.5332 -4.0334 0.383
H 0.4642 -3.9367 -3.5155 0.434
H 0.1150 -3.6377 -5.2258 0.451
H -0.0426 -1.2322 -6.6507 0.571
H -1.6628 0.3113 -7.6775 0.359
H -2.9779 2.4045 -7.1056 0.734
H -4.2152 2.2557 -5.8622 0.156
H -4.4582 -0.1212 -7.2747 0.518
H -6.2386 1.5089 -6.3779 0.243
H -6.5913 0.5996 -7.8471 0.442
H -6.1381 2.2770 -7.9722 0.447
H -3.3874 0.9510 -2.6247 0.726
H -5.4991 1.9063 -4.3470 0.321
H -5.1516 0.2022 -4.6291 0.347
H -5.5700 -0.2527 -2.2249 0.384
H -5.4962 1.4574 -1.8673 0.240
H -6.8698 0.8421 -2.7427 0.455
C 1.6599 5.0584 1.5818 -1.068
C 0.9936 4.0722 2.5143 0.452
O -0.4458 4.1907 2.4796 -0.262
C -1.0410 3.6351 1.4432 -0.266
O -0.5157 3.0184 0.5487 -0.554
O -2.3619 3.8389 1.5464 -0.250
C -3.0814 3.2877 0.4498 0.249
H 1.3298 6.0761 1.7972 0.211
H 2.7415 5.0125 1.7038 0.445
H 1.4215 4.8380 0.5420 0.170
H 1.2580 4.2811 3.5481 0.487
H 1.2747 3.0429 2.2948 -0.479
H -2.8061 2.2437 0.3079 1.142
H -2.8809 3.8499 -0.4618 0.395
H -4.1381 3.3561 0.6945 0.303
C 0.9667 -4.6040 1.3530 -1.236
C 1.2612 -3.2058 1.8449 -0.382
O 2.4029 -2.6248 1.1727 0.107
C 2.1726 -2.1617 -0.0441 0.494
O 1.1107 -2.1619 -0.6232 -0.527
O 3.3054 -1.6543 -0.5294 -0.323
C 3.1097 -1.1150 -1.8340 -0.036
H 1.8527 -5.2339 1.4369 0.288
H 0.1705 -5.0498 1.9475 0.450
H 0.6547 -4.5968 0.3094 0.206
H 1.5434 -3.2238 2.8953 0.444
H 0.4047 -2.5419 1.7381 0.423
H 2.2596 -0.4348 -1.8220 -0.271
H 2.9397 -1.9096 -2.5582 0.270
H 4.0089 -0.5698 -2.1017 0.335
C -2.9915 1.9520 1.3942 -0.079
C -2.4549 2.1227 2.7993 -0.537
O -1.4392 1.1535 3.1085 -0.414
C -0.2436 1.4106 2.5878 1.106
O 0.0445 2.3662 1.9131 -0.331
O 0.5901 0.4309 2.9361 -0.442
C 1.8977 0.5765 2.3786 -0.471
H -3.3444 0.9303 1.2457 0.242
H -3.8223 2.6385 1.2280 0.147
H -2.2154 2.1605 0.6560 -1.886
H -3.2348 1.9460 3.5360 0.496
H -2.0594 3.1254 2.9549 0.457
H 2.3161 1.5527 2.6097 0.469
H 1.8541 0.4348 1.2987 0.070
H 2.5215 -0.1957 2.8186 0.163
C 5.4726 -2.3336 2.2523 -0.984
C 4.7069 -3.1604 3.2621 0.206
O 5.4967 -4.2529 3.7587 -0.369
C 6.4016 -3.9253 4.6798 0.724
O 6.5784 -2.8282 5.1416 -0.554
O 7.0672 -5.0273 5.0165 -0.368
C 8.1102 -4.8220 5.9755 -0.640
H 5.8502 -2.9706 1.4518 0.322
H 4.8344 -1.5685 1.8137 0.132
H 6.3230 -1.8482 2.7295 0.418
H 3.8469 -3.6279 2.7964 -0.009
H 4.3561 -2.5525 4.0968 0.282
H 7.7294 -4.3124 6.8570 0.302
H 8.9195 -4.2420 5.5362 0.295
H 8.4652 -5.8126 6.2402 0.226
C 1.7816 11.9650 2.0204 -1.077
C 2.0925 11.2637 3.3236 -0.185
O 0.9124 10.7104 3.9326 -0.388
C 0.4784 9.5695 3.4108 0.760
O 0.9940 8.9543 2.5118 -0.566
O -0.6250 9.2082 4.0635 -0.352
C -1.2492 8.0217 3.5693 -0.498
H 1.0091 12.7193 2.1710 0.294
H 2.6775 12.4533 1.6381 0.355
H 1.4281 11.2577 1.2719 0.302
H 2.4728 11.9678 4.0599 0.300
H 2.8335 10.4767 3.1899 0.306
H -0.5408 7.1981 3.5180 0.128
H -1.6765 8.2024 2.5841 0.312
H -2.0401 7.7807 4.2722 0.299
C 0.0115 -10.0915 4.6594 -1.070
C 1.0993 -10.6594 3.7757 -0.179
O 0.6234 -10.9352 2.4454 -0.371
C 0.5116 -9.8816 1.6476 0.808
O 0.7944 -8.7428 1.9202 -0.559
O 0.0391 -10.2993 0.4721 -0.334
C -0.1761 -9.2610 -0.4833 -0.617
H -0.8555 -10.7524 4.6660 0.296
H 0.3791 -9.9867 5.6798 0.353
H -0.3071 -9.1124 4.3054 0.290
H 1.4355 -11.6240 4.1484 0.297
H 1.9609 -9.9957 3.7210 0.306
H 0.7237 -8.6644 -0.6161 0.280
H -0.9990 -8.6204 -0.1692 0.282
H -0.4315 -9.7633 -1.4110 0.219
```